Record 1
Here is an isolated molecule of C4H4O2S from OMol25. Energies are from the ωB97M-V functional and the def2-TZVPD basis.

```
11
Properties=species:S:1:pos:R:3:forces:R:3
C -0.207948 1.580743 -0.158860 -0.61 -0.24 0.07
C -0.074002 0.258405 0.026636 0.45 0.52 -0.01
C -1.206380 -0.629481 0.291165 -0.23 -0.63 0.25
S -2.766398 -0.339632 -0.009981 0.20 -0.02 0.01
C 1.339834 -0.299472 0.039143 -0.21 0.57 0.01
O 2.307825 0.376320 0.244360 -0.18 -0.21 0.00
O 1.461298 -1.612392 -0.219193 0.22 -0.23 -0.05
H 0.659582 2.212895 -0.278531 0.07 -0.06 -0.04
H -1.206083 2.040539 -0.173590 0.51 -0.27 0.04
H -0.944743 -1.595589 0.778166 -0.12 0.60 -0.29
H 0.637017 -1.992334 -0.539313 -0.11 -0.03 0.02
```
Positions in Å, forces in eV/Å.

Computed properties:
energy above the lowest of the compared OMol25 structures with the same formula, charge and spin: 25.58 kcal/mol
HOMO energy: -9.37 eV
orbital gap: 7.89 eV
SMILES string: C=C(C=S)C(=O)O
M: 116.14 g mol⁻¹

These are the natural (NBO) partial charges, in e, on atoms 1 to 5: -0.192, -0.279, -0.325, 0.100, 0.768

Record 2
Here is a structure of composition C4H4O2Zn at a distorted geometry from OMol25. Energies are from the ωB97M-V functional and the def2-TZVPD basis.

```
11
Properties=species:S:1:pos:R:3:forces:R:3
H 1.071554 0.520397 -1.898253 0.64 -1.07 -0.58
O -1.486904 1.872281 1.806225 1.52 -2.27 -0.94
C -0.963748 0.917042 1.417066 -2.37 3.65 1.39
C -0.396638 -0.178978 0.931018 -2.37 -2.68 -2.67
C 0.704489 -0.123347 -1.089671 1.49 3.38 2.52
C -0.643363 -0.530097 -0.968931 -0.31 0.10 4.00
H -0.417716 -1.088334 1.531101 0.37 0.19 0.00
H -0.803614 -1.610533 -0.914477 -0.47 0.05 -0.47
H -1.344848 0.152423 -1.457782 -0.23 -0.53 -0.10
O 1.286294 0.053933 0.081937 -2.55 -0.86 -4.35
Zn 2.994495 0.015212 0.561767 4.28 0.03 1.19
```
Positions in Å, forces in eV/Å.

Computed properties:
energy above the lowest of the compared OMol25 structures with the same formula, charge and spin: 52.53 kcal/mol
HOMO energy (spin up / spin down): -17.39 / -19.29 eV
charge: +2
orbital gap (spin up / spin down): 5.65 / 7.57 eV
M: 149.46 g mol⁻¹

These are the natural (NBO) partial charges, in e, on atoms 1 to 5: 0.273, -0.178, 0.714, -0.228, 0.531

DFT total energy (computed, eV): -19141.8821; -56699.6324